The following is a quantum chemistry calculation of a structure of composition C30H38F5N4O2STe2Ti at a distorted geometry, from the Open Molecules 2025 dataset.

Properties
Frontier orbital gap (alpha / beta)   6.534 / 7.026 eV
HOMO level (alpha / beta)   -0.163 / -0.181 hartree
Relative energy (zero: lowest compared OMol25 entry of this formula, charge and spin)   15.36 kcal per mole
<S²>   2.01

The geometry in ORCA input format:
```
! RIJCOSX wB97M-V def2-TZVPD def2/J DEFGRID3
* xyz -1 3
Ti 0.96774 1.00319 0.94426
N 0.85607 2.93268 2.38390
C -0.44054 3.60390 2.50536
C -1.22235 3.48547 1.18671
C -2.08209 2.19920 1.17912
N -1.29325 0.95799 0.90429
H 1.18604 2.67858 3.32536
H 1.55869 3.56116 2.02577
H -0.26191 4.65489 2.74293
H -0.98094 3.23430 3.37082
H -0.57769 3.57104 0.37451
H -1.87543 4.35462 1.11539
H -2.88021 2.44811 0.47362
H -2.56667 2.15083 2.17135
H -1.35647 0.63595 -0.08201
H -1.68744 0.19509 1.45097
C 5.44215 4.53747 -4.35868
C 5.21850 3.59515 -3.19867
C 4.67641 4.18774 -2.01062
C 4.45627 3.49535 -0.85690
C 4.78079 2.14921 -0.87243
C 5.28898 1.51230 -1.96481
C 5.50854 2.23430 -3.16780
S 4.57964 1.15629 0.57761
C 4.82027 2.43700 1.92915
O 3.14065 0.80038 0.82205
H 6.48824 4.83652 -4.47561
H 4.82931 5.41830 -4.15102
H 5.12740 4.11558 -5.27932
H 4.51742 5.24458 -2.03756
H 3.94571 3.94864 0.01240
H 5.33644 0.42990 -1.97509
H 6.00230 1.73233 -3.97674
H 3.92504 3.01459 2.10572
H 5.63411 3.10897 1.77427
H 5.10995 1.88569 2.84537
N 0.25095 -1.07947 -2.74556
C 0.44635 -0.72642 -1.68012
F 2.65247 7.96353 4.77588
Te 2.80428 6.57485 3.30104
F 0.79092 6.16851 3.74441
F 0.88794 2.34003 -0.32569
F 2.95264 5.21587 1.64855
F 3.07386 4.93174 4.25157
O 0.51964 -0.43465 -0.48259
Te -3.23453 -3.68921 -3.19631
C -3.78323 -3.93921 -1.15797
C -5.08435 -3.66224 -0.72943
C -5.49514 -4.01032 0.57371
C -4.59653 -4.56273 1.44996
C -3.27559 -4.83462 1.03643
C -2.92469 -4.53631 -0.28960
C -4.80812 -4.79806 -3.93618
C -4.68525 -6.11857 -4.23403
C -5.76272 -6.79883 -4.81284
C -6.98857 -6.14623 -5.08464
C -7.06118 -4.80407 -4.76353
C -6.00435 -4.11912 -4.21971
H -5.84255 -3.31214 -1.43041
H -6.50180 -3.82375 0.85099
H -4.96081 -4.94986 2.39446
H -2.61549 -5.24693 1.76447
H -1.92896 -4.73906 -0.51005
H -3.73036 -6.60121 -4.15791
H -5.66407 -7.85173 -5.18736
H -7.86631 -6.69134 -5.44616
H -7.93121 -4.18431 -5.03576
H -6.13229 -3.07921 -4.02330
C 0.16022 0.47407 4.27785
C 0.52055 -0.74645 3.46517
C 0.22391 -2.05270 3.53437
C 0.76952 -2.74865 2.42601
C 1.52993 -1.86819 1.73063
C 2.61335 -2.11232 0.67569
N 1.33393 -0.59277 2.29995
H 0.12940 0.21680 5.35610
H -0.77782 0.99821 4.05448
H 0.99595 1.12913 4.15962
H -0.50110 -2.42566 4.29050
H 0.78028 -3.84808 2.32017
H 2.39322 -2.98065 0.00663
H 3.55184 -2.14313 1.18450
H 2.60417 -1.26182 0.06232
*
```

Here are the Mulliken charges for atoms 1 to 6, given in e: 0.90 0.05 -0.27 -0.89 -0.66 -0.19



The following is a quantum chemistry calculation of a structure of composition C30H39LaN3OS at a distorted geometry, from the Open Molecules 2025 dataset.

Properties
Frontier orbital gap (alpha / beta)   4.874 / 4.878 eV
HOMO level (alpha / beta)   -0.141 / -0.141 hartree
Relative energy (zero: lowest compared OMol25 entry of this formula, charge and spin)   139.50 kcal per mole

The geometry in ORCA input format:
```
! RIJCOSX wB97M-V def2-TZVPD def2/J DEFGRID3
* xyz -1 1
La 0.00292 0.47306 0.82724
N -3.78209 3.49717 0.41446
N 0.94189 2.67466 -1.42259
C 0.44746 -2.26497 0.17800
C -0.61386 -1.82940 -0.68150
C -1.78870 -1.68848 0.11865
C -3.11813 -1.26732 -0.36230
H -3.13831 -1.13717 -1.44804
H -3.38777 -0.25729 0.05441
H -3.91190 -1.94272 -0.03581
C -1.45419 -2.00412 1.47441
C -2.38284 -1.99513 2.62991
H -2.75530 -3.00398 2.87507
H -3.24681 -1.35105 2.42013
H -1.89231 -1.58105 3.52021
C -0.07212 -2.35942 1.51168
C 0.68103 -2.76080 2.73141
H 0.46346 -2.09184 3.57705
H 1.76356 -2.73350 2.55804
H 0.42577 -3.78353 3.05058
C -0.55791 -1.69630 -2.16380
H -0.99446 -2.58364 -2.65405
H 0.47515 -1.60407 -2.52369
H -1.11800 -0.81821 -2.52117
C 1.80461 -2.67599 -0.27548
H 2.56133 -2.51449 0.50426
H 2.12339 -2.10743 -1.15910
H 1.83072 -3.74419 -0.55302
C -4.06138 4.13250 1.53366
H -5.06631 4.09869 2.00687
C -3.04535 4.92838 2.20296
H -3.32368 5.63898 3.02022
C -1.72805 4.79252 1.70431
H -0.90244 5.41065 2.16454
C -1.46897 3.77569 0.70875
H -0.43440 3.62113 0.36477
C -2.58257 2.81011 0.41134
C -3.01680 1.44205 0.02255
H -2.39891 1.81668 -1.05493
C 1.67664 1.69568 -1.00463
C 0.86234 2.79433 -2.84310
H -0.05565 3.17980 -3.29521
C 2.12765 2.29009 -3.19437
H 2.68151 2.58138 -4.04320
N 2.60785 1.57787 -2.05074
C 3.49402 0.53995 -1.96457
C 3.63304 -0.26410 -3.09647
C 4.62487 -1.25644 -3.05690
H 4.81661 -1.81230 -3.98863
C 5.33107 -1.50909 -1.87225
C 6.44664 -2.48566 -1.89381
H 6.52360 -3.00578 -0.93154
H 7.40387 -1.97633 -2.09021
H 6.27968 -3.21684 -2.69484
C 4.99621 -0.83809 -0.67637
H 5.50864 -1.07216 0.26809
C 4.01946 0.16015 -0.69038
C 3.59855 0.79264 0.61123
H 2.89090 1.64925 0.48490
H 4.47640 1.16193 1.15953
H 3.11008 0.05110 1.27164
C 2.69998 -0.13507 -4.26021
H 2.74520 0.82026 -4.80124
H 1.64447 -0.32571 -3.99230
H 2.99852 -0.89961 -4.97745
C -6.06424 -0.83830 2.30385
S -5.19149 0.64334 1.77744
C -4.44982 1.13151 3.33436
O -1.00481 0.91256 2.38742
H -5.45883 -1.73214 2.10636
H -6.98569 -0.89574 1.71056
H -6.32246 -0.76729 3.36559
H -3.35288 1.10941 3.24255
H -4.78534 2.15950 3.53510
H -4.80432 0.46372 4.12979
*
```

Here are the Mulliken charges for atoms 1 to 6, given in e: 1.29 -0.42 -0.36 1.06 -0.28 0.03



The following is a quantum chemistry calculation of a structure of composition C30H39MnN5O3 at a distorted geometry, from the Open Molecules 2025 dataset.

Properties
Frontier orbital gap (alpha / beta)   3.562 / 5.258 eV
HOMO level (alpha / beta)   -0.119 / -0.183 hartree
<S²>   9.01

The geometry in ORCA input format:
```
! RIJCOSX wB97M-V def2-TZVPD def2/J DEFGRID3
* xyz 0 6
Mn 1.33704 1.39541 -0.05232
C 3.69194 -0.99549 3.48348
N 2.37404 -0.68249 2.95678
C 1.25864 -0.85659 3.87328
C 2.15814 0.09561 1.81458
O 1.04044 0.51571 1.51948
C 3.37574 0.38991 0.92738
O 3.15494 1.39541 -0.05322
C 3.39414 0.96421 -1.38472
C 2.17094 0.35621 -2.08392
O 1.04134 0.51571 -1.62272
N 2.39364 -0.37979 -3.24792
C 3.62504 -0.36209 -4.02112
C 1.24324 -0.98389 -3.90182
H 3.64214 -1.91519 4.07348
H 4.41864 -1.14279 2.68228
H 4.01824 -0.16709 4.11918
H 1.31844 -1.84789 4.33198
H 1.32024 -0.08739 4.64898
H 0.29604 -0.76929 3.36198
H 4.18214 0.77021 1.56198
H 3.69434 -0.55949 0.48118
H 3.66994 1.85491 -1.95992
H 4.24274 0.27301 -1.40592
H 4.45014 0.12401 -3.50122
H 3.90934 -1.39309 -4.25172
H 3.44144 0.18041 -4.95362
H 0.41024 -1.12899 -3.20872
H 0.91964 -0.32829 -4.71572
H 1.53164 -1.95819 -4.30762
C -3.18916 -0.20429 1.95968
C -3.97546 -0.62779 0.74938
C -5.37566 -0.70189 0.86838
C -6.16786 -1.12319 -0.19882
C -5.57226 -1.48139 -1.40142
C -4.18756 -1.39419 -1.53952
C -3.37746 -0.92559 -0.49082
N -1.98076 -0.91239 -0.72582
C -1.07706 0.08291 -0.37192
N -1.65596 1.33641 -0.45232
C -1.17756 2.65731 -0.30022
C 0.16324 2.97451 -0.05232
C 0.61174 4.28061 0.13298
C -0.29566 5.32841 0.09098
C -1.64426 5.05821 -0.12762
C -2.09866 3.73641 -0.31192
C -3.57566 3.51831 -0.52102
N 0.16324 -0.16699 -0.05232
C 0.68294 -1.46869 -0.09772
C 1.03204 -2.01909 -1.33932
C 1.54164 -3.31379 -1.43302
C 1.71884 -4.06979 -0.27892
C 1.40304 -3.52389 0.96578
C 0.90404 -2.21439 1.07148
C 0.58374 -1.66809 2.43328
H -3.73376 -0.43909 2.88108
H -3.00596 0.87351 1.93968
H -2.23936 -0.73949 2.02048
H -5.85796 -0.44559 1.81018
H -7.24706 -1.18529 -0.08412
H -6.18166 -1.82809 -2.23172
H -3.73296 -1.67459 -2.48792
H -1.60536 -1.84699 -0.59822
H -2.57886 1.30491 -0.85872
H 1.66674 4.46181 0.31108
H 0.04224 6.35081 0.23478
H -2.34746 5.88841 -0.14712
H -4.13866 4.45381 -0.43422
H -3.97076 2.83151 0.23438
H -3.76096 3.11321 -1.52092
H 0.90304 -1.42309 -2.23962
H 1.80464 -3.72539 -2.40342
H 2.11644 -5.07929 -0.34452
H 1.56024 -4.12099 1.86168
H 1.33464 -1.99359 3.16158
H -0.39666 -2.02859 2.75788
H 0.58284 -0.57399 2.44898
H -0.39166 1.39541 -0.05232
*
```

Here are the Mulliken charges for atoms 1 to 6, given in e: -0.05 -1.17 0.87 -1.44 0.04 -0.52



The following is a quantum chemistry calculation of a cluster of 2 separate species, C30H39N3O4 in total at a distorted geometry, from the Open Molecules 2025 dataset.

Properties
Frontier orbital gap   5.933 eV
HOMO level   -0.212 hartree
Relative energy (zero: lowest compared OMol25 entry of this formula, charge and spin)   0.00 kcal per mole

The geometry in ORCA input format:
```
! RIJCOSX wB97M-V def2-TZVPD def2/J DEFGRID3
* xyz 0 1
C 4.23262 2.44384 1.04470
C 3.18919 2.02162 0.02412
C 3.39396 2.68592 -1.32130
N 1.85135 2.39245 0.47162
N 1.35510 3.58529 0.15986
N 0.17996 3.64324 0.80714
C -0.64607 4.86738 0.64987
C -0.96715 5.04452 -0.82089
C 0.13793 6.04819 1.18662
C -0.06029 2.51523 1.52201
C -1.28570 2.32334 2.29297
C -1.37302 2.77405 3.63466
C -2.55818 2.61948 4.34566
C -3.67766 2.03433 3.73685
C -3.60043 1.58242 2.41104
C -2.41313 1.70474 1.69595
C 1.03661 1.66759 1.30943
C 1.31963 0.38045 1.73793
H 5.23257 2.15277 0.70582
H 4.21278 3.53494 1.16091
H 4.04704 1.97149 2.01457
H 3.16389 0.93386 -0.05165
H 4.38992 2.44655 -1.70673
H 2.64865 2.32766 -2.03677
H 3.28763 3.77055 -1.21803
H -1.55218 4.69246 1.23733
H -1.58780 5.93402 -0.97049
H -0.03832 5.17043 -1.38729
H -1.51840 4.18469 -1.21187
H -0.45020 6.96668 1.09005
H 0.37657 5.91355 2.24489
H 1.06410 6.16649 0.61359
H -0.48387 3.23431 4.07958
H -2.61035 2.96605 5.38119
H -4.60708 1.92243 4.29833
H -4.47190 1.13243 1.92814
H -2.31050 1.33570 0.66870
H 0.58338 -0.07864 2.37765
H 2.24992 -0.07704 1.43794
C -4.05171 0.88292 -2.36287
C -2.96109 0.20038 -3.14608
O -2.30957 -0.72592 -2.22959
C -1.41695 -1.53573 -2.82820
C -0.84002 -2.55785 -1.89095
C -1.34451 -2.83576 -0.66811
C -0.79057 -3.84839 0.21689
C 0.60194 -3.99554 0.41017
C 1.10634 -4.99607 1.23312
C 0.25478 -5.89207 1.88915
C 0.82523 -6.95976 2.77268
C -1.12735 -5.75335 1.70968
C -1.64271 -4.72835 0.92325
C 0.21335 -3.43397 -2.51496
O 0.17657 -4.65252 -2.52192
O 1.21228 -2.73400 -3.07482
C 2.22581 -3.59351 -3.64814
C 3.25566 -2.67593 -4.23917
O -1.14786 -1.48332 -4.01465
H -4.53896 1.65031 -2.96972
H -4.81035 0.14971 -2.06595
H -3.64784 1.35796 -1.46200
H -3.37032 -0.35705 -4.00003
H -2.21408 0.91589 -3.51719
H -2.26726 -2.33857 -0.37760
H 1.28356 -3.29730 -0.07887
H 2.18369 -5.09671 1.35993
H 0.02352 -7.55989 3.21027
H 1.48504 -7.62648 2.20535
H 1.42258 -6.52952 3.58624
H -1.79572 -6.46444 2.19845
H -2.71942 -4.61236 0.78939
H 2.66456 -4.22370 -2.86092
H 1.76251 -4.23591 -4.41057
H 4.06427 -3.26393 -4.67675
H 2.81213 -2.05476 -5.02191
H 3.68187 -2.02994 -3.46769
*
```

Here are the Mulliken charges for atoms 1 to 6, given in e: -1.34 0.31 -1.46 0.89 -1.03 1.00